The following is a quantum chemistry calculation of a 2-piece molecular cluster, C3H3Cl3O overall at a distorted geometry, from the OMol25 dataset.

electronic energy	-1571.81728	a.u.
energy relative to the best compared isomer or geometry (same formula, charge and spin)	61.2	kcal per mole
Kohn-Sham gap	8.609	eV

Each line ends with the natural charge from an NBO analysis.
CARTESIAN COORDINATES (ANGSTROEM)
C (-0.40203, -0.61482, 0.43762)  0.5858
C (2.17711, 0.87895, -1.47643)  -0.1593
C (-1.67512, 0.10128, 0.56690)  -0.7599
O (0.65018, -0.45679, 0.98370)  -0.5056
Cl (-0.52354, -1.94103, -0.78099)  -0.1154
Cl (2.96013, -0.58930, -1.39858)  0.0916
Cl (2.91612, 2.01171, -0.49004)  0.0702
H (-2.07624, -0.15008, 1.51981)  0.2616
H (-2.48348, -0.39770, -0.08171)  0.2635
H (-1.54314, 1.15781, 0.71971)  0.2674

Cartesian forces (eV/Å) of the 3 atoms listed first:
1.8427 -0.5921 -0.1706
-0.9062 0.1737 -0.5525
-1.8077 -1.3137 -0.2877


The following is a quantum chemistry calculation of C3H3ClFNS as an isolated structure at a distorted geometry, from the OMol25 dataset.

electronic energy	-1129.06845	a.u.
energy relative to the best compared isomer or geometry (same formula, charge and spin)	11.3	kcal per mole
Kohn-Sham gap	9.541	eV

Each line ends with the natural charge from an NBO analysis.
CARTESIAN COORDINATES (ANGSTROEM)
C (0.15174, -1.25900, 0.50225)  0.0663
C (0.66421, 0.21394, 0.25537)  -0.2788
C (-0.58075, 0.98410, -0.36105)  -0.0251
N (-0.96810, -1.58884, -0.00056)  -0.5391
F (-0.99653, 1.89621, 0.60184)  -0.3499
S (-1.73684, -0.33570, -0.64814)  0.4750
Cl (2.07099, -0.07231, -0.86704)  -0.0467
H (0.86577, -2.01471, 0.84301)  0.2097
H (1.11689, 0.74549, 1.10718)  0.2615
H (-0.58739, 1.43082, -1.43285)  0.2272

Cartesian forces (eV/Å) of the 3 atoms listed first:
0.8706 0.6186 -0.2929
-0.3044 -0.9160 -0.7297
0.8852 -0.2667 -0.8330


The following is a quantum chemistry calculation of one molecule with the formula C3H3ClIN at a distorted geometry, from the OMol25 dataset.

electronic energy	-928.57804	a.u.
energy relative to the best compared isomer or geometry (same formula, charge and spin)	97.2	kcal per mole
Kohn-Sham gap (spin up / spin down)	6.034 / 8.317	eV

Each line ends with the natural charge from an NBO analysis.
CARTESIAN COORDINATES (ANGSTROEM)
C (0.55866, -1.41371, 0.30356)  0.2080
C (-1.66028, 1.71194, -0.11708)  -0.6493
C (1.79241, -0.84258, 0.04901)  -0.3070
N (-0.54826, -1.76082, 0.43222)  -0.3601
Cl (2.94836, -1.45540, -1.10293)  0.0607
I (-2.25891, -0.15592, -0.62036)  0.3922
H (-2.11583, 2.14178, 0.79277)  0.2108
H (-0.77503, 2.05437, -0.68524)  0.2084
H (2.05888, -0.27968, 0.94806)  0.2363

Cartesian forces (eV/Å) of the 3 atoms listed first:
0.8173 0.1017 -1.4140
0.1477 -0.2547 -0.1259
-0.3611 -0.4718 1.0378


The following is a quantum chemistry calculation of an isolated ion of composition C3H3ClIN2 and charge +1 at a distorted geometry, from the OMol25 dataset.

charge	+1
electronic energy	-983.06534	a.u.
energy relative to the best compared isomer or geometry (same formula, charge and spin)	120.7	kcal per mole
Kohn-Sham gap (spin up / spin down)	6.758 / 6.855	eV

Each line ends with the natural charge from an NBO analysis.
CARTESIAN COORDINATES (ANGSTROEM)
C (-0.28428, 0.95014, 0.00133)  0.0881
C (-1.07195, -0.25521, -0.13349)  0.1276
C (1.73148, -0.13451, -0.50008)  0.2338
N (0.99230, 0.78775, 0.12797)  -0.5055
N (-0.58359, -1.38027, -0.13353)  -0.5637
Cl (2.88759, -1.00774, 0.13665)  0.3180
I (-3.25131, 0.02419, 0.05835)  0.1513
H (-0.89533, 1.81060, 0.09594)  0.2640
H (1.50058, 1.50000, 0.51110)  0.4579
H (-1.02548, -2.29494, -0.16424)  0.4285

Cartesian forces (eV/Å) of the 3 atoms listed first:
-2.2798 -1.3075 0.1887
-3.1152 0.3252 0.1663
-0.9734 -1.1525 -1.2195


The following is a quantum chemistry calculation of one molecule with the formula C3H3ClN2 at a distorted geometry, from the OMol25 dataset.

electronic energy	-685.60085	a.u.
energy relative to the best compared isomer or geometry (same formula, charge and spin)	134.6	kcal per mole
Kohn-Sham gap (spin up / spin down)	8.656 / 8.523	eV

Each line ends with the natural charge from an NBO analysis.
CARTESIAN COORDINATES (ANGSTROEM)
C (-1.13324, -1.08065, -0.06458)  -0.1394
C (-2.15941, -0.19100, -0.02008)  0.0142
C (0.12972, 0.81530, -0.01632)  -0.2453
N (0.14380, -0.59524, 0.01206)  -0.3302
N (-1.03495, 1.48898, -0.05676)  -0.2540
Cl (-3.73231, 0.20916, -0.01243)  0.1789
H (-1.23836, -2.21667, 0.07644)  0.2417
H (0.91134, 1.03823, 0.93580)  0.2595
H (0.62894, 1.16443, -0.90230)  0.2746

Cartesian forces (eV/Å) of the 3 atoms listed first:
1.4175 -1.6728 1.2621
3.5969 4.8166 -0.3194
2.4650 -0.3261 2.4888


The following is a quantum chemistry calculation of C3H3ClN2 as an isolated structure at a distorted geometry, from the OMol25 dataset.

electronic energy	-685.65150	a.u.
energy relative to the best compared isomer or geometry (same formula, charge and spin)	102.9	kcal per mole
Kohn-Sham gap	8.193	eV

Each line ends with the natural charge from an NBO analysis.
CARTESIAN COORDINATES (ANGSTROEM)
C (-0.84252, -0.11279, 1.58526)  -0.0998
C (-0.38235, -0.76149, 0.46819)  -0.1239
C (0.70516, 0.70419, 1.05171)  0.7028
N (-0.15314, 0.97998, 1.94345)  -0.4740
N (0.79062, -0.05108, 0.05517)  -0.4781
Cl (0.78954, 0.81799, -3.05389)  -0.2377
H (-1.65323, -0.43894, 2.25267)  0.2184
H (-0.67248, -1.64670, -0.27204)  0.2534
H (1.41840, 0.50883, -4.03051)  0.2388

Cartesian forces (eV/Å) of the 3 atoms listed first:
-4.1327 -3.2157 0.9385
0.3235 -1.7472 -2.4793
-0.0980 -0.4808 -0.4541


The following is a quantum chemistry calculation of one molecule with the formula C3H3ClN2O2 at a distorted geometry, from the OMol25 dataset.

electronic energy	-836.16461	a.u.
energy relative to the best compared isomer or geometry (same formula, charge and spin)	94.4	kcal per mole
Kohn-Sham gap	9.979	eV
SMILES	[H]/N=c1\c(Cl)con1O

Each line ends with the natural charge from an NBO analysis.
CARTESIAN COORDINATES (ANGSTROEM)
H (2.39107, 0.24545, -0.40800)  0.3654
N (1.78415, -0.26293, 0.27965)  -0.6672
C (0.61528, 0.15467, 0.24599)  0.3351
C (-0.19397, 1.03216, -0.57835)  -0.2426
Cl (0.42596, 2.19788, -1.70269)  0.0393
C (-1.41656, 0.57075, -0.47329)  0.1903
O (-1.59624, -0.41907, 0.40196)  -0.3377
N (-0.29506, -0.46491, 1.17545)  0.1377
O (-0.02344, -1.80480, 1.33994)  -0.5138
H (-2.31881, 0.82987, -0.98221)  0.2179
H (0.62762, -2.07908, 0.70157)  0.4755

Cartesian forces (eV/Å) of the 3 atoms listed first:
-0.6746 -0.5802 0.7924
2.4226 0.5913 -1.1754
-0.6222 0.0158 0.5136


The following is a quantum chemistry calculation of a 2-piece molecular cluster, C3H3ClN2O2S2 overall at a distorted geometry, from the OMol25 dataset.

2S+1	3
electronic energy	-1632.41340	a.u.
expectation value of S²	2.0136
Kohn-Sham gap (spin up / spin down)	6.328 / 6.264	eV

Each line ends with the natural charge from an NBO analysis.
CARTESIAN COORDINATES (ANGSTROEM)
C (1.93714, -0.17274, -1.22813)  -0.0899
C (4.54015, 0.52317, 0.28787)  0.2618
C (-0.40165, 0.33464, 0.54970)  -0.8124
N (2.28532, -0.30035, -2.31802)  -0.2318
N (4.74774, -0.51072, -0.24425)  -0.7120
O (2.06923, 0.08721, 1.36797)  -0.8894
O (1.58228, 2.07145, -0.07260)  -0.8709
S (4.60514, -2.06972, -0.37335)  0.3946
S (1.37383, 0.69378, 0.28236)  2.1240
Cl (4.73206, 2.20942, 0.40864)  0.0646
H (-0.60226, -0.02027, -0.45796)  0.2453
H (-0.65381, -0.36440, 1.28686)  0.2581
H (-0.82010, 1.17101, 0.96971)  0.2581

Cartesian forces (eV/Å) of the 3 atoms listed first:
-1.0443 0.8784 0.2447
-2.1723 1.2400 3.7661
2.3782 -1.0576 -2.4723


The following is a quantum chemistry calculation of one molecule with the formula C3H3ClN2S2 at a distorted geometry, from the OMol25 dataset.

electronic energy	-1482.14930	a.u.
energy relative to the best compared isomer or geometry (same formula, charge and spin)	10.7	kcal per mole
Kohn-Sham gap	8.164	eV
SMILES	Sc1nc(Cl)c(S)[nH]1

Each line ends with the natural charge from an NBO analysis.
CARTESIAN COORDINATES (ANGSTROEM)
S (-3.07377, 0.01026, -0.01330)  -0.0044
C (-1.32301, 0.03654, -0.25404)  0.1684
N (-0.58532, 1.15641, -0.14082)  -0.4738
C (0.71921, 0.84895, -0.14956)  0.0109
Cl (1.92205, 2.00205, -0.07626)  0.0604
C (0.87891, -0.50030, -0.17947)  -0.0471
S (2.38740, -1.49933, -0.01370)  -0.0091
N (-0.41935, -0.99905, -0.15206)  -0.5293
H (-2.96782, 1.40892, 0.80081)  0.2194
H (3.14563, -0.44633, 0.58149)  0.1765
H (-0.68393, -2.01811, -0.40309)  0.4280

Cartesian forces (eV/Å) of the 3 atoms listed first:
0.7175 3.0169 1.6125
2.8872 1.5203 1.4143
-2.1516 0.4226 -0.6810


The following is a quantum chemistry calculation of C3H3ClNO as an isolated structure at a distorted geometry, from the OMol25 dataset.

charge	+1
electronic energy	-705.84363	a.u.
energy relative to the best compared isomer or geometry (same formula, charge and spin)	55.6	kcal per mole
Kohn-Sham gap (spin up / spin down)	8.426 / 8.425	eV

Each line ends with the natural charge from an NBO analysis.
CARTESIAN COORDINATES (ANGSTROEM)
C (0.19840, 0.35785, 0.94551)  0.0026
C (-0.48858, 1.04672, -0.14653)  0.0104
C (0.21572, -0.93986, 0.22734)  -0.2970
N (-0.17819, -0.16544, -0.92637)  0.2945
O (0.09367, -0.30115, -2.06947)  -0.1111
Cl (-1.24775, 2.41762, -0.56233)  0.2923
H (0.92918, 0.64038, 1.70982)  0.2876
H (1.12559, -1.39571, 0.23754)  0.2508
H (-0.64805, -1.66043, 0.58449)  0.2698

Cartesian forces (eV/Å) of the 3 atoms listed first:
-1.0027 2.4874 -2.8982
2.1370 -3.3031 3.0119
-3.7811 -1.5934 2.6400